Molecular formula: C36H39CdClP2
Method: DFT, ωB97M-V with the def2-TZVPD basis set

Results
molar mass = 681.52 g/mol
multiplicity = 1
highest occupied orbital energy (alpha / beta) = -5.186 / -5.490 eV
net charge = 0
F_max = 3.14 eV/Å
DFT total energy = -73619.947 eV
ΔE to the lowest compared entry with this formula, charge and spin = 0.0 kcal per mole

Last column: Mulliken charge in e.
Geometry (Å):
Cd -0.274 1.668 -2.043  0.891
C -1.887 1.085 -5.983  -0.174
C -1.813 -0.225 -5.664  -0.231
C -1.181 -1.245 -6.594  -1.351
C 0.239 -0.908 -7.149  -1.282
C 1.013 -0.043 -6.180  0.292
C 0.928 1.284 -6.134  0.239
C 0.102 2.103 -7.086  -1.092
C -1.358 1.637 -7.274  -0.999
C 1.167 0.194 -0.232  -1.488
H -2.417 1.808 -5.365  0.529
H -2.411 -0.648 -4.851  0.789
H -1.910 -1.352 -7.439  0.597
H -1.126 -2.242 -6.107  0.123
H 0.785 -1.875 -7.288  0.464
H 0.148 -0.433 -8.149  0.242
H 1.737 -0.604 -5.591  0.826
H 1.639 1.863 -5.545  -0.708
H 0.641 2.077 -8.057  0.431
H 0.085 3.144 -6.746  0.307
H -1.997 2.508 -7.546  0.467
H -1.433 0.872 -8.064  0.279
H 0.872 1.171 0.179  0.531
H 2.164 -0.119 0.250  0.491
H 0.344 -0.469 -0.011  0.359
P -1.655 -0.696 -2.426  0.939
P 1.956 0.002 -1.879  1.853
C -0.246 -1.265 -3.354  -0.020
C 1.056 -0.899 -3.105  -1.161
C -2.614 -2.125 -1.944  -0.448
C -2.954 -3.089 -2.898  -0.014
C -3.653 -4.230 -2.504  -0.706
C -3.957 -4.422 -1.164  -0.520
C -3.589 -3.474 -0.198  -0.596
C -2.907 -2.320 -0.585  -0.032
C -2.879 0.609 -2.941  1.716
C -2.418 1.953 -3.067  -1.711
C -3.315 3.013 -3.097  -0.379
C -4.678 2.776 -2.908  -0.835
C -5.155 1.468 -2.777  -0.566
C -4.262 0.400 -2.781  -0.878
C 3.455 -1.045 -1.657  -0.207
C 3.248 -2.374 -1.243  -0.305
C 4.315 -3.214 -0.910  -0.664
C 5.624 -2.771 -1.055  -0.470
C 5.855 -1.506 -1.596  -0.640
C 4.784 -0.649 -1.897  -0.300
C 2.625 1.648 -2.368  0.031
C 2.690 2.667 -1.393  -0.704
C 2.957 3.998 -1.723  -0.626
C 3.185 4.359 -3.038  -0.566
C 3.244 3.371 -4.009  -0.527
C 2.981 2.029 -3.674  -0.636
H -0.394 -2.101 -4.063  0.419
H 1.765 -1.339 -3.827  0.826
H -2.676 -2.946 -3.939  0.199
H -3.942 -4.974 -3.243  0.421
H -4.506 -5.305 -0.842  0.350
H -3.809 -3.630 0.844  0.440
H -2.578 -1.552 0.110  0.215
H -1.332 2.261 -3.369  0.214
H -2.941 4.029 -3.257  0.445
H -5.365 3.602 -2.927  0.395
H -6.211 1.270 -2.657  0.411
H -4.604 -0.628 -2.602  0.410
H 2.226 -2.753 -1.169  0.380
H 4.121 -4.212 -0.513  0.378
H 6.453 -3.399 -0.767  0.396
H 6.877 -1.167 -1.763  0.382
H 4.974 0.340 -2.312  0.307
H 2.452 2.400 -0.362  0.308
H 2.952 4.738 -0.922  0.406
H 3.365 5.407 -3.282  0.394
H 3.496 3.652 -5.032  0.443
H 3.006 1.272 -4.470  0.848
Cl -1.612 0.652 1.342  -0.229
C -1.521 1.722 -0.036  -1.205
H -2.518 1.770 -0.505  0.380
H -1.122 2.695 0.299  0.508

Molecular formula: C36H39Cl5MoN3OP2SSi
Method: DFT, ωB97M-V with the def2-TZVPD basis set

Results
molar mass = 925.03 g/mol
multiplicity = 1
highest occupied orbital energy (alpha / beta) = -10.632 / -10.694 eV
net charge = +1
F_max = 0.54 eV/Å
DFT total energy = -146237.677 eV

Last column: Mulliken charge in e.
Geometry (Å):
Mo -0.533 0.880 0.498  -0.662
C 1.180 0.573 3.717  -1.661
P 1.328 1.350 2.082  2.062
C 2.862 0.630 1.404  0.320
N 3.895 0.565 2.204  -0.375
C 5.067 0.148 1.675  0.155
C 6.218 0.057 2.492  -0.573
C 7.406 -0.330 1.942  -0.567
C 7.501 -0.639 0.566  -0.583
C 6.407 -0.558 -0.248  -0.562
C 5.161 -0.166 0.293  0.165
N 4.067 -0.119 -0.503  -0.434
C 2.931 0.225 0.041  -0.380
P 1.409 0.210 -0.987  1.847
C 1.795 1.428 -2.275  -1.649
C 1.339 -1.417 -1.889  1.824
C 0.931 -2.506 -0.901  -1.429
C 2.632 -1.825 -2.606  -1.828
C 0.232 -1.265 -2.942  -1.859
C 1.665 3.149 2.363  1.609
C 1.685 3.872 1.025  -1.546
C 3.006 3.371 3.074  -1.802
C 0.525 3.673 3.235  -1.704
H 2.023 0.859 4.347  0.418
H 1.180 -0.512 3.603  0.485
H 0.242 0.882 4.178  0.368
H 6.118 0.311 3.536  0.472
H 8.293 -0.398 2.556  0.418
H 8.457 -0.945 0.164  0.419
H 6.451 -0.790 -1.302  0.471
H 2.719 1.161 -2.787  0.391
H 1.907 2.405 -1.804  0.404
H 0.974 1.487 -2.987  0.445
H 1.613 -2.568 -0.051  0.308
H 0.951 -3.469 -1.410  0.618
H -0.088 -2.360 -0.543  -0.387
H 3.420 -2.080 -1.908  0.389
H 3.005 -1.043 -3.264  0.325
H 2.424 -2.701 -3.220  0.503
H -0.693 -0.875 -2.503  0.093
H 0.014 -2.247 -3.362  0.714
H 0.540 -0.618 -3.759  0.410
H 2.457 3.471 0.365  0.305
H 1.924 4.919 1.205  0.553
H 0.722 3.826 0.519  0.254
H 3.850 3.109 2.439  0.382
H 3.090 2.811 4.004  0.280
H 3.088 4.431 3.319  0.534
H -0.452 3.453 2.803  0.120
H 0.619 4.758 3.306  0.552
H 0.571 3.273 4.247  0.339
Cl -3.123 3.367 1.942  -0.145
C -3.064 1.759 2.563  0.720
C -2.097 0.899 2.055  -1.092
C -2.160 -0.384 2.549  1.512
Cl -0.947 -1.447 1.764  -0.303
C -3.040 -0.884 3.490  -0.606
Cl -2.998 -2.516 4.014  -0.126
C -3.981 0.029 3.985  0.612
Cl -5.122 -0.487 5.155  -0.172
C -3.995 1.347 3.510  0.103
Cl -5.186 2.432 4.101  -0.172
O -2.360 0.343 -1.033  -0.238
S -2.217 1.971 -1.541  -0.070
N -0.990 2.257 -0.509  0.015
C -2.353 -4.961 -0.434  -0.565
C -2.256 -4.463 -1.723  -0.772
C -2.680 -3.172 -1.994  -0.067
C -3.202 -2.361 -0.985  0.057
C -3.308 -2.886 0.298  -0.309
C -2.884 -4.175 0.576  -0.659
Si -3.767 -0.607 -1.299  0.163
C -4.376 -0.140 -2.993  0.105
C -5.723 0.160 -3.172  -0.639
C -6.215 0.502 -4.421  -0.669
C -5.357 0.558 -5.510  -0.455
C -4.011 0.271 -5.347  -0.841
C -3.529 -0.078 -4.100  0.522
H -2.026 -5.970 -0.221  0.418
H -1.864 -5.086 -2.515  0.483
H -2.626 -2.799 -3.010  0.444
H -3.731 -2.287 1.092  0.788
H -2.976 -4.568 1.579  0.397
H -4.748 -0.203 -0.273  -0.312
H -6.399 0.134 -2.327  0.383
H -7.265 0.728 -4.543  0.409
H -5.738 0.834 -6.484  0.395
H -3.341 0.320 -6.194  0.432
H -2.472 -0.290 -3.991  0.306

Molecular formula: C36H39ClFeIN3O4SeSi
Method: DFT, ωB97M-V with the def2-TZVPD basis set

Results
molar mass = 902.97 g/mol
multiplicity = 6
highest occupied orbital energy (alpha / beta) = -2.595 / -2.909 eV
net charge = -1
F_max = 9.66 eV/Å
DFT total energy = -178843.428 eV
ΔE to the lowest compared entry with this formula, charge and spin = 0.0 kcal per mole

Last column: Mulliken charge in e.
Geometry (Å):
Fe -1.123 0.601 -0.525  0.278
C 0.944 0.451 -0.525  -0.339
Si 1.837 1.824 0.218  -0.682
C 0.665 3.246 -0.339  -1.070
N -0.640 2.569 -0.525  1.108
C -1.501 2.668 0.674  0.049
C -2.696 3.624 0.546  -0.655
C -2.329 4.873 -0.242  -1.029
C -1.779 4.515 -1.623  -0.965
C -1.337 3.052 -1.723  -0.343
C 3.598 1.997 -0.412  0.584
C 3.836 2.286 -1.770  -0.558
C 5.138 2.411 -2.264  -0.717
C 6.227 2.248 -1.414  -0.399
C 6.016 1.953 -0.070  -0.682
C 4.715 1.824 0.426  -0.178
C 1.895 1.786 2.108  0.457
C 2.268 2.935 2.835  -0.176
C 2.283 2.926 4.231  -0.758
C 1.925 1.774 4.926  -0.718
C 1.553 0.629 4.226  -0.805
C 1.538 0.633 2.829  0.282
H 1.109 -0.967 -0.172  0.223
H 1.069 0.028 -1.601  0.555
H 1.062 3.618 -1.291  0.481
H 0.641 4.081 0.368  0.326
H -0.921 2.950 1.562  0.771
H -1.892 1.666 0.891  -0.420
H -3.054 3.901 1.543  0.437
H -3.528 3.111 0.045  0.129
H -1.572 5.441 0.313  0.396
H -3.199 5.532 -0.344  0.554
H -0.944 5.185 -1.862  0.339
H -2.548 4.700 -2.383  0.513
H -0.710 2.915 -2.613  0.501
H -2.215 2.415 -1.898  -0.307
H 3.009 2.410 -2.469  0.332
H 5.299 2.631 -3.316  0.370
H 7.238 2.344 -1.798  0.346
H 6.864 1.819 0.597  0.374
H 4.597 1.581 1.480  0.277
H 2.552 3.853 2.321  0.390
H 2.572 3.821 4.776  0.377
H 1.933 1.769 6.013  0.374
H 1.268 -0.269 4.767  0.549
H 1.231 -0.275 2.314  0.670
Cl -2.158 -1.494 4.030  -0.256
C -0.813 -0.479 3.441  -0.096
C -0.752 -0.478 1.913  -0.170
O -0.284 -1.525 1.379  -0.441
O -1.123 0.601 1.361  0.007
H 0.119 -0.874 3.856  0.091
H -0.966 0.532 3.829  0.383
C -1.062 -4.511 1.145  -0.876
N -0.063 -4.439 0.078  0.672
C 0.309 -3.367 -0.674  -0.974
Se -0.356 -1.758 -0.525  -0.289
N 1.272 -3.682 -1.572  0.186
C 1.508 -4.990 -1.375  0.188
C 2.412 -5.816 -2.039  -0.781
C 2.472 -7.166 -1.643  -0.475
C 1.637 -7.648 -0.608  -0.659
C 0.734 -6.785 0.042  -0.756
C 0.700 -5.453 -0.374  0.615
H -1.545 -3.528 1.316  0.177
H -0.575 -4.833 2.089  0.344
H -1.847 -5.246 0.870  0.357
H 1.732 -3.050 -2.266  0.359
H 3.046 -5.435 -2.829  0.378
H 3.162 -7.839 -2.135  0.385
H 1.692 -8.687 -0.313  0.388
H 0.092 -7.147 0.834  0.416
I -4.982 -4.183 -3.679  0.013
C -4.605 -2.337 -2.798  -0.227
C -3.335 -2.056 -2.297  -0.760
C -3.085 -0.814 -1.706  1.191
C -4.095 0.158 -1.607  -0.527
C -5.367 -0.150 -2.119  -0.699
C -5.624 -1.390 -2.712  -0.641
C -3.820 1.505 -0.964  0.654
O -4.786 2.329 -0.913  -0.830
O -2.644 1.706 -0.525  -0.927
H -2.530 -2.781 -2.355  0.374
H -2.095 -0.588 -1.313  0.227
H -6.158 0.594 -2.049  0.455
H -6.618 -1.592 -3.096  0.328
H -2.487 -0.391 -0.525  -0.048

Molecular formula: C36H39CsIN8O3S
Method: DFT, ωB97M-V with the def2-TZVPD basis set

Results
molar mass = 923.64 g/mol
multiplicity = 1
highest occupied orbital energy = -9.874 eV
net charge = +1
F_max = 0.70 eV/Å
DFT total energy = -75508.997 eV
ΔE to the lowest compared entry with this formula, charge and spin = 15.4 kcal per mole

Last column: Mulliken charge in e.
Geometry (Å):
Cs -0.687 -1.275 -0.837  1.508
C -3.752 2.674 5.191  -1.604
C -2.827 2.314 4.060  0.266
C -1.948 3.197 3.517  -0.765
C -1.074 2.832 2.454  0.455
C -0.142 3.767 1.986  -0.260
N 0.725 3.509 1.042  0.759
C 1.677 4.442 0.476  -0.859
C 3.128 3.996 0.679  0.011
C 4.047 4.412 -0.473  -1.148
N 3.610 3.831 -1.753  -0.097
C 3.265 2.553 -1.944  -0.415
C 3.717 1.444 -1.259  -0.277
C 4.982 1.391 -0.577  -0.617
C 5.386 0.289 0.093  0.584
C 6.739 0.169 0.734  -1.660
C 4.468 -0.815 0.180  0.355
C 3.260 -0.829 -0.432  0.253
C 2.327 -1.979 -0.293  -1.298
N 1.831 -2.451 0.772  -0.190
C 2.186 -1.887 2.071  -0.232
C 1.189 -2.260 3.167  -1.336
C -0.030 -1.352 3.305  -0.137
N -1.107 -1.710 2.390  -0.252
C -1.980 -0.849 2.088  -1.683
C -2.000 0.579 2.530  0.780
C -2.817 0.988 3.544  -0.210
C -1.109 1.510 1.885  0.135
O -0.385 1.169 0.896  -0.577
C 2.824 0.290 -1.263  -0.135
O 1.722 0.289 -1.841  -0.725
H -3.774 3.751 5.352  0.361
H -3.434 2.204 6.123  0.322
H -4.770 2.342 4.988  0.372
H -1.896 4.214 3.895  0.377
H -0.122 4.765 2.418  0.375
H 0.636 2.542 0.678  -0.508
H 1.502 5.429 0.906  0.502
H 1.452 4.514 -0.591  0.165
H 3.157 2.909 0.768  0.012
H 3.523 4.398 1.613  0.502
H 5.069 4.126 -0.242  0.289
H 4.044 5.493 -0.611  0.498
H 3.200 4.487 -2.397  0.332
H 2.509 2.385 -2.706  0.536
H 5.666 2.222 -0.688  0.539
H 7.311 1.089 0.622  0.374
H 7.314 -0.643 0.286  0.374
H 6.649 -0.048 1.800  0.358
H 4.764 -1.672 0.776  0.562
H 2.005 -2.448 -1.228  0.871
H 2.303 -0.797 2.013  0.212
H 3.161 -2.291 2.354  0.386
H 1.722 -2.240 4.120  0.464
H 0.850 -3.284 3.002  0.337
H 0.267 -0.301 3.209  0.054
H -0.435 -1.472 4.315  0.421
H -2.802 -1.190 1.450  0.859
H -3.485 0.260 3.995  0.479
N -3.496 -5.177 -2.897  0.023
C -4.543 -4.284 -2.768  0.331
C -5.892 -4.359 -3.094  -1.187
C -6.658 -3.244 -2.816  -0.459
C -6.098 -2.093 -2.237  -0.705
C -4.757 -2.026 -1.918  -0.392
C -3.972 -3.148 -2.184  0.385
N -2.621 -3.360 -1.957  0.040
C -2.380 -4.563 -2.398  0.313
C -1.069 -5.213 -2.346  -0.269
C -0.774 -6.467 -2.790  -0.439
S 0.863 -6.827 -2.486  -0.140
C 1.048 -5.274 -1.776  -0.180
N -0.016 -4.539 -1.774  0.046
H -3.553 -6.105 -3.275  0.213
H -6.326 -5.243 -3.543  0.398
H -7.714 -3.256 -3.050  0.384
H -6.737 -1.242 -2.040  0.423
H -4.321 -1.133 -1.490  0.413
H -1.420 -7.183 -3.269  0.333
H 1.991 -4.962 -1.352  0.445
N -2.549 1.817 -4.043  -0.357
C -1.913 1.452 -2.912  0.279
O -2.205 0.443 -2.292  -0.478
C -0.796 2.364 -2.451  -0.312
I -1.651 4.150 -1.638  0.045
H -3.326 1.259 -4.357  0.275
H -2.350 2.680 -4.516  0.182
H -0.153 2.672 -3.271  0.603
H -0.221 1.877 -1.669  -0.264

Molecular formula: C36H39CsN4O2SSe2
Method: DFT, ωB97M-V with the def2-TZVPD basis set

Results
molar mass = 882.63 g/mol
multiplicity = 1
highest occupied orbital energy = -5.821 eV
net charge = 0
F_max = 1.69 eV/Å
DFT total energy = -190094.022 eV
ΔE to the lowest compared entry with this formula, charge and spin = 70.6 kcal per mole

Last column: Mulliken charge in e.
Geometry (Å):
Cs 0.385 -0.430 -2.580  1.132
C -5.320 3.530 -1.494  -1.007
Se -3.790 2.721 -2.408  0.181
C -4.762 1.395 -3.491  -0.844
C -5.356 0.247 -2.703  -0.717
Se -4.050 -0.831 -1.696  0.025
C -4.153 0.043 0.049  -0.431
H -6.063 3.822 -2.231  0.302
H -4.946 4.413 -0.983  0.349
H -5.753 2.849 -0.765  0.304
H -4.025 1.033 -4.213  0.370
H -5.542 1.939 -4.034  0.418
H -5.840 -0.451 -3.392  0.411
H -6.100 0.594 -1.985  0.333
H -5.173 -0.021 0.424  0.414
H -3.820 1.075 -0.030  0.121
H -3.475 -0.488 0.715  -0.033
C 5.167 -0.253 -1.342  -0.691
C 5.568 1.022 -1.722  -0.612
C 4.625 2.024 -1.811  -0.637
C 3.286 1.736 -1.516  0.026
N 2.904 0.497 -1.190  0.214
C 3.819 -0.456 -1.106  -0.481
C 2.263 2.782 -1.578  1.394
C 2.609 4.067 -1.143  -0.453
C 1.716 5.112 -1.275  -0.994
C 0.468 4.875 -1.836  -0.574
C 0.113 3.581 -2.194  -1.045
C 0.985 2.492 -2.096  -0.536
H 5.879 -1.059 -1.245  0.440
H 6.605 1.227 -1.944  0.432
H 4.899 3.020 -2.119  0.550
H 3.451 -1.438 -0.822  0.376
H 3.573 4.241 -0.678  0.413
H 1.994 6.106 -0.951  0.355
H -0.220 5.700 -1.989  0.334
H -0.893 3.421 -2.583  0.372
N -0.232 3.115 0.899  -0.198
C 0.153 1.863 1.224  -0.136
S -0.947 0.626 1.287  -0.198
N 1.435 1.616 1.579  0.231
C 2.483 2.512 1.791  0.120
C 2.259 3.811 2.243  -0.320
C 3.325 4.672 2.427  -0.533
C 4.620 4.255 2.175  -0.661
C 4.848 2.948 1.775  -0.483
C 3.792 2.075 1.596  -0.335
H -1.154 3.180 0.493  0.303
H 0.462 3.727 0.487  0.006
H 1.676 0.633 1.582  0.074
H 1.258 4.139 2.471  0.582
H 3.134 5.675 2.776  0.411
H 5.443 4.945 2.288  0.389
H 5.856 2.608 1.598  0.392
H 3.975 1.056 1.285  0.390
C 0.724 -2.498 1.970  -0.613
O 0.149 -3.786 2.067  -0.418
C -1.094 -3.852 2.658  0.242
C -1.171 -4.186 4.006  -0.468
C -2.386 -4.299 4.656  -0.574
C -3.558 -4.064 3.955  -0.755
C -3.497 -3.738 2.617  -0.831
C -2.280 -3.648 1.931  0.892
N -2.360 -3.279 0.593  0.244
C -1.541 -3.418 -0.468  0.057
C -0.511 -4.290 -0.746  0.364
C -0.198 -5.457 0.002  -0.198
C 0.817 -6.280 -0.375  -0.827
C 1.544 -6.013 -1.555  -0.437
C 1.253 -4.934 -2.334  -0.685
C 0.241 -3.987 -1.973  0.142
O 0.022 -2.954 -2.647  -0.788
H 1.595 -2.615 1.321  0.281
H 1.042 -2.141 2.960  0.363
H 0.032 -1.769 1.531  0.023
H -0.246 -4.343 4.544  0.475
H -2.417 -4.536 5.708  0.421
H -4.515 -4.126 4.453  0.402
H -4.410 -3.553 2.072  0.458
H -3.212 -2.770 0.382  -0.108
H -1.781 -2.734 -1.280  0.361
H -0.818 -5.714 0.849  0.482
H 1.061 -7.154 0.209  0.423
H 2.323 -6.702 -1.855  0.395
H 1.780 -4.761 -3.264  0.433

Look up the net charge of the second one. +1